104
Properties=species:S:1:pos:R:3 method="wB97M-V/def2-TZVPD" spin_multiplicity=2 relative_energy_kj_mol=12.6 homo_ev="-0.2 / -1.9" s_squared=0.782 charge=-2
H -4.218 0.072 1.763
C 4.497 -2.907 -1.618
H 5.879 -3.500 1.652
H 1.766 -2.852 2.674
O -1.753 3.147 0.403
H -1.484 -1.322 4.513
C 0.511 -0.672 5.141
C 0.018 4.112 -1.661
C -2.065 -2.519 1.158
C 2.696 -3.404 2.800
H 0.994 -3.457 -3.134
H 1.412 -0.310 4.639
O -0.512 2.782 -1.682
H -0.746 -4.897 1.775
H -1.546 3.646 2.968
P -1.912 2.328 -1.016
C 3.827 -3.021 2.071
H 4.885 0.047 -1.397
H -3.270 4.015 3.236
C 3.917 -5.215 3.816
C 6.324 -0.573 1.610
C 5.384 -0.663 0.582
C 4.995 -3.767 2.223
H -2.752 -4.545 0.793
C 5.610 0.075 -0.586
C 5.045 -4.852 3.093
C -3.506 3.069 -2.977
C -4.843 -1.988 1.521
Sn 0.461 0.124 0.410
H 0.347 2.202 4.847
H -4.353 4.121 -4.653
C -3.901 -0.950 1.580
H 0.762 -1.596 5.665
Cl -0.766 1.681 -5.191
Ge 3.643 -1.549 0.794
H 0.824 -4.328 1.151
H 1.850 -4.786 4.213
H 0.698 0.747 6.802
C 3.260 1.999 0.628
C 2.115 -2.621 -1.507
C 2.433 -0.204 1.514
H 4.348 3.517 -0.046
C -4.414 -3.281 1.232
H -0.277 -1.402 3.198
H -5.133 -4.089 1.136
S -1.025 0.802 3.539
H -2.292 5.022 2.143
H -0.277 4.314 -3.784
H -2.749 2.563 -3.583
H -5.896 -1.779 1.673
C -2.465 4.003 2.494
H -4.716 4.849 -3.070
H -1.298 2.145 5.525
C 1.979 -3.318 -2.704
Cl 0.412 -1.537 -4.968
C -2.534 -1.162 1.367
C -3.949 4.342 -3.660
C -2.830 3.105 1.335
C -0.033 0.415 6.064
H 5.491 -2.733 -1.217
C -0.580 -0.864 4.100
C 3.378 -2.404 -0.947
H 0.833 4.118 -0.936
O 2.514 2.016 -0.340
C 3.098 -3.818 -3.351
O -2.978 3.406 -1.693
H 0.875 5.477 -3.073
H 8.185 0.271 2.286
H -2.973 2.071 1.666
C -0.256 -4.283 1.009
C -0.475 1.546 5.129
C 4.360 -3.610 -2.809
C 6.748 0.864 -0.725
H 6.900 1.429 -1.637
H 1.236 -2.235 -1.010
C 2.739 -4.495 3.663
O 0.305 -1.958 1.087
O -1.698 -0.159 1.393
C 0.520 4.442 -3.047
H -3.098 5.017 -3.773
H -0.485 -4.740 0.034
H 6.165 -1.126 2.532
H 5.964 -5.418 3.204
H 1.334 3.773 -3.333
C 7.677 0.936 0.307
C -3.060 -3.538 1.052
H -0.900 0.024 6.606
H 2.990 -4.354 -4.287
H 3.907 1.146 2.320
N 4.223 2.999 0.809
H 5.094 2.691 1.214
H 2.209 -0.467 2.547
H 3.951 -6.067 4.486
O 0.112 1.256 2.617
H -4.352 2.387 -2.850
H 8.565 1.549 0.200
Cl 2.541 1.131 -4.369
N 3.201 1.067 1.608
C 7.465 0.217 1.477
C -0.690 -2.840 1.080
H -3.749 3.447 0.853
H -0.747 4.815 -1.331
H 5.240 -3.985 -3.321
Ge 0.456 0.392 -3.653

98
Properties=species:S:1:pos:R:3 method="wB97M-V/def2-TZVPD" homo_ev=-1.7 charge=-1
C -2.340 5.549 1.960
H -1.725 2.256 4.998
H -0.825 -5.904 4.205
C 1.692 2.660 -0.244
N -1.924 -1.025 -2.744
H 1.770 -5.101 2.339
H 0.115 -4.479 -0.653
C 1.092 3.324 3.465
H 1.892 -4.751 0.597
C 1.453 -4.414 1.546
H 1.840 -3.404 1.759
C -3.284 -6.582 -0.563
H 4.870 -1.234 -2.663
H 1.715 2.881 2.687
H -3.344 -7.670 -0.618
C -3.109 -3.791 -0.351
C -0.577 -3.960 0.052
H -1.648 5.351 -4.114
C -1.008 4.513 -3.836
H 1.798 -2.101 -1.543
H -5.402 -6.268 -0.877
C 0.578 2.336 -3.148
C -0.875 -4.753 2.416
O 1.928 -1.300 0.357
C -0.151 1.190 3.347
H -2.412 2.202 1.259
H 5.269 -0.597 -0.169
C -2.790 4.223 1.967
H -1.943 -4.870 2.212
H 1.685 4.485 -1.402
C -0.468 4.913 0.567
C -4.343 -4.400 -0.611
H -1.198 0.502 -0.815
H 2.022 0.850 0.848
P -0.091 2.331 -0.457
H 4.862 -2.971 -2.304
C -1.175 5.892 1.268
C -0.085 4.011 -4.756
H -2.908 6.319 2.493
H 1.155 1.446 -2.903
H 1.371 2.455 -5.152
H -3.703 3.956 2.513
O 0.357 -0.620 -2.590
C 4.242 -2.065 -2.315
C 4.751 -1.542 0.038
C 2.294 3.768 -0.854
C -1.962 -4.577 -0.246
H 0.705 4.289 3.110
H -2.128 1.068 -2.479
H -1.087 0.705 3.670
H 4.298 -1.507 1.029
Cl -1.755 -1.425 2.454
H 3.402 -2.201 -2.999
C -1.128 3.941 -2.566
C -2.050 -5.966 -0.358
C 2.493 1.724 0.419
H 0.439 5.196 0.041
O -0.534 -2.627 -0.136
H -2.495 -2.914 -3.445
H 0.574 -4.806 4.034
H 4.134 4.767 -1.345
N 3.737 -1.789 -0.977
H 5.495 -2.345 -0.011
O 0.658 0.583 2.621
H 4.475 1.159 1.057
H -1.136 -6.558 -0.255
N -0.038 2.462 3.791
C -0.266 2.904 -2.177
C -0.580 -1.258 -3.056
H -1.299 3.944 4.607
C -2.926 -1.918 -3.328
C 0.686 2.894 -4.421
C -0.927 3.589 0.537
H 5.552 3.061 -0.166
N -0.521 0.854 -0.096
H -3.272 -0.073 -1.497
C 4.466 2.963 -0.172
H -3.803 -1.975 -2.676
H -0.472 -2.117 -3.752
H -3.212 -1.533 -4.317
H -1.879 4.308 -1.869
Mg -0.020 -0.917 0.948
C -2.080 3.242 1.266
C 2.426 -1.728 -0.720
C -0.032 -4.437 1.419
H 0.014 4.463 -5.746
H -3.010 -2.714 -0.198
H -0.331 3.042 5.812
H -0.825 6.929 1.264
C 3.681 3.916 -0.830
C -0.505 -4.914 3.854
C -0.894 2.956 4.866
H 1.692 3.511 4.369
C -4.435 -5.794 -0.697
H -5.226 -3.769 -0.729
H -1.042 -4.172 4.464
C -2.349 0.076 -2.065
C 3.875 1.879 0.489

97
Properties=species:S:1:pos:R:3 method="wB97M-V/def2-TZVPD" relative_energy_kj_mol=157.6 homo_ev=-3.5 charge=-1
C 1.076 0.826 -4.814
C 2.469 1.319 -3.240
C -0.375 -3.218 1.554
H 2.218 3.376 -3.718
O 1.609 0.209 -3.608
H -2.671 -0.402 0.049
C 1.596 2.602 -3.275
H -4.050 0.688 -5.193
H -1.472 2.363 0.845
H -1.163 0.737 6.102
H 1.131 2.237 1.469
C 3.396 1.341 -4.463
C 4.873 -1.471 0.330
C -5.177 1.595 -3.601
C -0.845 0.214 4.028
H 2.800 -1.864 -2.323
H -1.925 -1.510 3.210
H 4.846 -2.679 2.104
H 4.663 -0.453 -1.547
C 1.591 -3.906 -0.975
C -4.394 1.039 -1.387
C 2.766 -3.077 -0.549
C -4.193 0.776 -4.124
H -4.478 1.159 -0.313
C 3.354 -3.295 0.694
H -1.950 4.355 2.225
S 0.051 -2.951 -1.160
H 3.909 2.294 -4.579
H -3.717 2.638 1.660
H 2.245 -0.401 2.522
H -5.837 2.147 -4.257
H -0.250 3.923 2.252
H -0.764 -1.438 0.399
C 4.403 -2.499 1.133
O 0.397 -1.814 -2.069
H -0.300 1.988 5.208
H 0.089 -0.319 4.256
C -1.972 -0.828 4.059
H -1.280 3.558 3.649
O 1.285 4.568 -2.027
C 0.533 2.220 -4.378
C 1.179 1.492 2.271
C 0.420 -3.334 2.689
H -2.075 -1.419 -1.336
O -1.533 2.729 -3.135
C 2.188 0.436 1.816
H 0.344 0.173 -5.280
C 1.693 2.165 3.541
C -1.078 -4.976 3.603
H -3.324 1.928 3.226
H 2.657 0.120 -6.131
H 2.976 -4.090 1.327
C -2.401 -0.434 -1.007
C -3.372 0.185 -1.871
O -1.573 2.460 -5.384
C 1.266 3.349 -1.913
H -2.173 -3.880 0.589
Cl -2.052 -0.871 -4.005
H -1.356 -5.654 4.401
H 2.684 2.587 3.357
C -1.877 -4.866 2.472
H 1.794 1.444 4.358
H -6.012 2.365 -1.778
H 0.690 -4.276 4.597
C -1.531 -3.990 1.455
H -2.782 -5.455 2.387
C -1.051 2.481 -4.270
H -1.918 -1.423 4.975
H -3.334 0.921 1.774
H -2.948 -0.339 4.039
H 4.144 0.550 -4.384
C -3.079 1.908 2.162
C -0.016 -2.230 0.485
H 1.049 2.975 3.879
P -0.543 0.767 2.269
C 3.256 -2.052 -1.360
C -3.343 0.099 -3.274
C 2.383 1.034 -5.603
H 2.933 1.129 -2.271
H 1.937 0.034 0.834
H 0.947 -1.759 0.672
C -1.242 3.592 2.559
H 3.188 0.872 1.741
H 1.312 -2.724 2.774
O 1.123 2.647 -0.855
H 5.682 -0.839 0.674
H 1.737 -4.358 -1.957
C -5.260 1.718 -2.215
Sr -0.204 0.943 -2.064
C 4.299 -1.254 -0.915
H -2.032 1.766 4.974
C 0.069 -4.206 3.712
H 2.294 1.839 -6.331
H 1.366 -4.697 -0.256
H 0.706 2.874 -5.228
C -1.089 1.243 5.134
C -1.607 2.251 1.928

101
Properties=species:S:1:pos:R:3 method="wB97M-V/def2-TZVPD" spin_multiplicity=2 relative_energy_kj_mol=22.3 homo_ev="-10.4 / -10.4" s_squared=0.756 charge=+1
C -3.654 -3.102 -1.764
H 6.798 1.161 3.391
H 7.385 0.530 1.844
C 4.021 3.363 -0.078
S 2.729 1.467 1.853
H 2.342 0.860 -1.093
C -0.106 -4.161 1.837
C 2.528 0.282 -2.002
C 0.749 -2.491 -0.207
H 0.100 -3.229 2.371
H -2.025 -5.281 -0.798
H 6.743 2.180 1.957
H 1.521 5.789 -3.257
H -0.509 -4.872 2.557
Cl 2.148 7.410 -1.019
H -0.289 -5.505 -0.562
H 4.495 0.076 3.922
H 1.264 5.644 1.009
C 6.628 1.161 2.313
H 1.646 0.877 8.035
F -2.810 0.767 -0.619
C 5.917 1.853 -0.441
C 2.845 -2.014 -2.966
C -1.805 -3.570 -3.353
C 1.105 5.166 0.052
C -0.131 -1.437 -2.007
H -4.155 -2.412 -1.094
H 5.565 1.886 -1.474
H -2.728 -4.489 2.050
C 4.358 1.474 1.429
C -2.464 -3.639 1.418
C 3.482 -1.537 -0.586
C -2.761 -1.271 -3.182
C -1.183 -2.244 -1.455
H 1.445 -2.807 0.550
H 2.426 -1.207 6.966
H 3.279 3.022 -0.806
H 0.206 2.454 6.800
F -1.916 1.756 1.916
C 0.571 3.891 -0.026
H -2.578 -3.822 -4.080
C 0.368 3.294 -1.267
H 0.524 3.507 -3.387
H -2.363 -2.763 2.060
F -2.723 -0.074 2.760
C 0.166 1.268 5.024
N -0.071 -0.387 2.001
H -4.339 -3.319 -2.584
Ir -0.444 -0.674 0.035
C 0.615 0.090 4.430
O -0.192 1.279 -0.220
H 3.495 3.850 0.737
H 0.325 3.349 0.875
H 5.658 -1.030 3.149
C 1.098 -1.673 -1.319
C 0.700 3.981 -2.431
C 1.355 0.654 7.017
H -0.246 -0.798 -2.865
C -1.141 -3.955 0.718
F -3.986 1.240 1.610
H -3.287 -3.467 0.737
H 3.209 -1.026 0.341
H 4.471 -1.182 -0.881
H 2.796 -3.090 -2.789
H -3.477 -4.040 -1.247
C 1.250 5.248 -2.361
H 0.832 -4.576 1.465
O -0.546 1.431 -2.434
C 1.450 5.827 -1.116
H 1.802 0.570 -2.762
C 1.797 -0.520 6.418
C 2.483 -1.218 -1.698
H -1.979 -0.975 -3.880
H -0.945 -3.177 -3.895
H 3.996 -0.904 2.539
H 4.687 4.080 -0.558
H -1.507 -4.487 -2.842
H 1.766 -1.716 4.632
C 0.240 -0.192 3.084
F -3.316 -1.070 0.413
C -2.756 0.743 1.697
H 3.561 -2.611 -0.403
H 3.862 -1.765 -3.269
H -1.434 -6.093 0.644
H 6.221 0.835 -0.214
H -2.992 -0.417 -2.550
H -0.463 1.949 4.467
H 6.784 2.511 -0.355
H -3.646 -1.504 -3.774
C -2.380 -2.518 -2.372
C 4.826 -0.350 2.970
N 4.828 2.267 0.435
C -1.231 -5.282 -0.056
C -2.429 -0.045 0.393
H 2.175 -1.766 -3.791
C -0.638 -2.875 -0.248
C 0.544 1.544 6.325
N 5.274 0.679 2.048
C 1.429 -0.810 5.117
C -0.167 1.907 -1.386
H 3.523 0.535 -2.374

100
Properties=species:S:1:pos:R:3 method="wB97M-V/def2-TZVPD" relative_energy_kj_mol=67.7 homo_ev="-5.2 / -5.2" charge=-1
H -2.217 -5.134 0.165
C 0.993 3.271 0.778
H 3.930 1.293 -0.846
C -2.746 -0.310 -5.850
H -1.713 -2.460 -3.188
H 1.860 2.024 -2.203
H 3.124 -5.776 0.513
C -0.649 -2.656 -3.360
H -1.007 3.617 -0.704
H -2.902 -2.338 -0.288
C 4.265 -1.907 1.975
H -2.593 2.441 0.600
C 1.867 -6.364 2.134
H -4.259 0.397 -2.672
C 2.102 -5.849 0.865
Ge -2.552 0.166 -0.621
C 0.041 -1.454 -3.998
C -3.186 0.360 -2.464
C -2.874 0.669 -4.866
C 0.130 1.551 -5.806
H -1.518 -6.174 2.136
H 0.386 -6.905 3.560
C -3.382 -1.457 0.142
H -3.662 1.297 1.356
H 0.327 4.282 -1.667
H -0.574 -3.558 -3.973
H -1.193 -4.292 -0.811
H 1.919 4.995 -0.112
C -2.340 0.465 -3.495
H 1.642 1.174 -4.325
C -0.498 -6.076 1.777
O 4.252 -7.337 2.282
C -4.895 -1.511 -0.065
C 2.636 -0.938 0.504
C -3.238 -0.100 -7.130
H -5.152 -1.518 -1.126
C 1.709 5.212 2.005
H 1.290 -3.481 2.280
O 2.686 -7.800 4.115
H -0.477 2.779 -2.172
H 0.319 2.902 4.058
H -3.607 2.635 -4.447
H 1.352 5.143 4.121
H -2.261 -1.249 -5.607
H -4.972 3.172 0.264
N -1.341 -5.184 -0.335
H -0.260 -1.345 -5.045
Ti 0.040 0.390 -0.366
N 2.280 -0.035 -0.591
H -4.486 3.016 -6.724
H 1.120 -1.599 -4.017
H 3.584 -3.599 3.131
C 0.669 3.368 3.147
H -5.349 1.640 -0.522
C 1.251 4.622 3.177
C 1.573 4.533 0.805
C -0.267 -5.540 0.513
C 1.675 -1.834 0.965
C -4.547 2.355 -0.326
H -5.333 -2.407 0.384
H -3.137 -1.464 1.207
H 2.495 -0.040 -2.697
H -4.248 2.765 -1.295
H 1.241 -5.051 -0.931
H 2.953 1.551 0.604
C 3.927 -0.970 1.010
H 5.279 -1.947 2.352
C -0.144 3.360 -1.315
H -3.134 -0.877 -7.878
H 0.065 0.546 -6.226
H 2.166 6.192 2.024
H -5.390 -0.648 0.387
C 0.603 1.529 -4.351
C 2.907 1.304 -0.458
C 0.534 2.670 1.943
S -0.125 1.045 1.915
N 0.800 2.566 -0.488
S 3.241 -6.823 3.192
C -3.507 1.866 -5.204
H 3.784 -0.894 -1.805
C 1.049 -5.440 0.062
O 3.624 -5.564 3.835
H 4.678 -0.283 0.639
H -4.239 1.262 -8.457
H 2.652 3.290 -1.265
C 0.561 -6.483 2.578
C 2.711 -0.684 -1.846
C -3.364 1.698 0.383
H 0.629 2.554 -3.969
C 2.091 2.353 -1.190
H -0.207 -2.882 -2.389
Ge -0.388 0.283 -3.111
C -3.997 2.079 -6.484
C 2.026 -2.765 1.936
H 0.813 2.126 -6.438
H -0.860 1.996 -5.898
S 0.020 -1.805 0.318
H 2.165 -1.617 -1.959
C 3.320 -2.813 2.434
C -3.862 1.097 -7.456

What are the strongest force on any atom values for these records? In order: 0.0224, 0.0797, 0.0380, 0.0093, 0.0088 Eh/bohr.
What are the total energy values for these records? In order: -8602.1241, -2999.1427, -3159.4290, -3254.6049, -8065.9823 Eh.